1.
{
  "formula": "C32H46BrN3P2Pt",
  "method": "ωB97M-V/def2-TZVPD",
  "symbols": ["N", "C", "C", "C", "C", "C", "C", "Pt", "P", "C", "C", "C", "C", "C", "C", "C", "Br", "H", "H", "H", "H", "H", "H", "H", "H", "H", "H", "P", "C", "C", "H", "H", "H", "H", "H", "C", "C", "H", "H", "H", "H", "H", "C", "C", "H", "H", "H", "H", "H", "C", "C", "H", "H", "H", "H", "H", "C", "C", "H", "H", "H", "H", "H", "C", "C", "H", "H", "H", "H", "H", "N", "C", "N", "C", "C", "C", "C", "C", "C", "H", "H", "H", "H", "H", "H"],
  "xyz": [[-5.92, -1.84, 3.99], [-4.92, -1.12, 4.48], [-4.30, -0.09, 3.75], [-4.78, 0.18, 2.44], [-5.84, -0.63, 1.94], [-6.38, -1.62, 2.76], [-4.18, 1.18, 1.58], [0.40, 0.54, -1.16], [3.02, 0.34, -1.53], [-4.37, 1.20, 0.22], [-3.63, 1.96, -0.71], [-3.54, 1.48, -2.06], [-2.25, 1.27, -2.50], [-1.26, 1.58, -1.54], [-1.41, 2.75, -0.76], [-2.68, 2.93, -0.25], [1.27, 2.25, -2.91], [-3.56, 1.96, 2.05], [-5.13, 0.54, -0.24], [-3.46, 0.44, 4.17], [-6.25, -0.50, 0.94], [-4.59, -1.35, 5.50], [-7.20, -2.23, 2.40], [-4.42, 1.21, -2.65], [-2.94, 3.67, 0.51], [-1.97, 0.87, -3.47], [-0.54, 3.38, -0.56], [-0.37, -1.61, -0.85], [3.73, 1.92, -0.83], [4.72, 2.70, -1.69], [4.21, 1.63, 0.12], [2.88, 2.57, -0.56], [5.00, 3.61, -1.16], [5.64, 2.13, -1.89], [4.27, 3.01, -2.64], [3.16, -0.24, -3.30], [4.17, 0.44, -4.22], [2.15, -0.14, -3.71], [3.37, -1.32, -3.25], [3.73, 0.48, -5.22], [4.42, 1.46, -3.91], [5.10, -0.14, -4.30], [4.19, -0.88, -0.77], [5.65, -0.63, -1.14], [3.88, -1.86, -1.14], [4.05, -0.85, 0.32], [6.23, -1.55, -0.94], [5.79, -0.39, -2.20], [6.10, 0.17, -0.53], [0.43, -3.04, 0.03], [1.75, -3.55, -0.52], [-0.32, -3.85, -0.01], [0.54, -2.78, 1.10], [2.00, -4.51, -0.03], [1.72, -3.73, -1.60], [2.57, -2.86, -0.30], [-0.59, -2.43, -2.49], [-1.66, -1.88, -3.40], [-0.78, -3.50, -2.27], [0.40, -2.37, -2.97], [-1.61, -2.38, -4.38], [-2.67, -2.00, -3.00], [-1.49, -0.81, -3.59], [-2.05, -1.52, -0.07], [-2.18, -2.18, 1.30], [-2.75, -1.95, -0.80], [-2.31, -0.45, 0.00], [-3.23, -2.14, 1.62], [-1.88, -3.23, 1.28], [-1.58, -1.66, 2.05], [1.73, -0.36, 2.88], [1.57, -0.50, 1.55], [0.87, 0.51, 1.05], [0.60, 1.39, 2.11], [0.11, 2.70, 2.18], [0.20, 3.41, 3.39], [0.77, 2.82, 4.53], [1.24, 1.50, 4.49], [1.13, 0.82, 3.28], [2.18, -1.03, 3.50], [2.05, -1.31, 1.01], [-0.33, 3.14, 1.29], [-0.16, 4.44, 3.43], [0.83, 3.41, 5.45], [1.69, 1.01, 5.35]],
  "lowdin_charge": [0.324, 0.004, 0.058, -0.167, 0.049, 0.007, 0.045, 0.806, 0.925, 0.002, -0.173, 0.078, -0.051, -0.367, -0.087, 0.056, 0.436, 0.143, 0.137, 0.144, 0.135, 0.171, 0.169, 0.168, 0.164, 0.119, 0.117, 0.867, -0.409, -0.117, 0.097, 0.049, 0.110, 0.087, 0.061, -0.423, -0.106, 0.017, 0.097, 0.104, 0.055, 0.096, -0.387, -0.078, 0.058, 0.076, 0.112, 0.075, 0.093, -0.369, -0.103, 0.108, 0.072, 0.113, 0.086, 0.031, -0.362, -0.117, 0.113, 0.085, 0.110, 0.081, 0.030, -0.346, -0.115, 0.097, 0.045, 0.067, 0.080, 0.080, 0.172, -0.190, -0.035, -0.203, -0.012, -0.035, -0.020, 0.030, -0.183, 0.192, 0.094, 0.062, 0.130, 0.133, 0.135],
  "gap_ev": [6.4, 3.9],
  "charge": 4,
  "s_squared": 6.088,
  "spin_multiplicity": 5
}


2.
{
  "formula": "C18H21N3O2",
  "method": "ωB97M-V/def2-TZVPD",
  "symbols": ["C", "C", "N", "C", "C", "C", "C", "N", "C", "O", "C", "C", "C", "C", "C", "C", "C", "N", "C", "C", "C", "C", "O", "H", "H", "H", "H", "H", "H", "H", "H", "H", "H", "H", "H", "H", "H", "H", "H", "H", "H", "H", "H", "H"],
  "xyz": [[2.60, -0.30, 4.12], [3.49, -0.51, 2.90], [2.87, -1.05, 1.71], [2.46, -2.44, 1.77], [3.32, -3.29, 0.83], [2.04, -0.18, 0.93], [0.64, 0.15, 1.52], [-0.34, 0.33, 0.46], [-1.02, -0.80, 0.04], [-0.82, -1.88, 0.56], [-1.98, -0.61, -1.06], [-2.70, -1.69, -1.53], [-3.62, -1.51, -2.57], [-3.81, -0.28, -3.14], [-3.09, 0.85, -2.68], [-3.26, 2.13, -3.23], [-2.53, 3.21, -2.76], [-2.74, 4.48, -3.25], [-1.61, 3.02, -1.71], [-1.43, 1.77, -1.16], [-2.16, 0.66, -1.63], [-0.45, 1.60, -0.07], [0.23, 2.52, 0.36], [1.88, 0.50, 3.96], [3.21, -0.04, 4.98], [2.05, -1.21, 4.36], [4.31, -1.19, 3.17], [3.95, 0.45, 2.62], [2.56, -2.82, 2.79], [1.41, -2.55, 1.48], [3.02, -4.33, 0.87], [4.37, -3.21, 1.11], [3.22, -2.94, -0.19], [2.58, 0.75, 0.75], [1.89, -0.67, -0.04], [0.67, 1.07, 2.10], [0.30, -0.68, 2.14], [-2.55, -2.66, -1.09], [-4.18, -2.36, -2.93], [-4.52, -0.15, -3.94], [-3.96, 2.27, -4.04], [-2.04, 5.17, -3.05], [-3.21, 4.57, -4.13], [-1.04, 3.85, -1.33]],
  "lowdin_charge": [-0.081, -0.243, -0.208, -0.247, -0.081, -0.150, -0.106, 0.058, -0.348, 0.091, -0.067, 0.005, -0.060, -0.018, -0.153, 0.026, -0.305, 0.104, 0.067, -0.058, -0.062, -0.351, 0.097, 0.056, 0.069, 0.066, 0.114, 0.115, 0.111, 0.098, 0.066, 0.067, 0.066, 0.124, 0.128, 0.115, 0.121, 0.120, 0.106, 0.113, 0.118, 0.095, 0.095, 0.127],
  "gap_ev": 7.1,
  "smiles": "CCN(CC)CCN1C(=O)c2cccc3cc(N)cc(c23)C1=O",
  "charge": 0
}


3.
{
  "formula": "C42H111N9O12",
  "method": "ωB97M-V/def2-TZVPD",
  "symbols": ["C", "O", "C", "C", "C", "N", "H", "H", "H", "H", "H", "H", "H", "H", "H", "H", "H", "C", "O", "C", "C", "C", "N", "H", "H", "H", "H", "H", "H", "H", "H", "H", "H", "H", "C", "O", "C", "C", "C", "N", "H", "H", "H", "H", "H", "H", "H", "H", "H", "H", "H", "C", "O", "C", "C", "C", "N", "H", "H", "H", "H", "H", "H", "H", "H", "H", "H", "H", "C", "O", "C", "C", "C", "N", "H", "H", "H", "H", "H", "H", "H", "H", "H", "H", "H", "C", "O", "C", "C", "C", "N", "H", "H", "H", "H", "H", "H", "H", "H", "H", "H", "H", "C", "O", "C", "C", "N", "C", "C", "O", "C", "H", "H", "H", "H", "H", "H", "H", "H", "H", "H", "H", "H", "H", "H", "H", "C", "O", "C", "C", "N", "C", "C", "O", "C", "H", "H", "H", "H", "H", "H", "H", "H", "H", "H", "H", "H", "H", "H", "H", "C", "O", "C", "C", "N", "C", "C", "O", "C", "H", "H", "H", "H", "H", "H", "H", "H", "H", "H", "H", "H", "H", "H", "H"],
  "xyz": [[3.06, 0.47, 1.51], [1.74, 0.26, 1.01], [1.23, 1.48, 0.53], [-0.28, 1.35, 0.34], [-0.61, 0.11, -0.50], [-0.85, 2.51, -0.39], [3.73, 0.60, 0.67], [3.49, -0.38, 2.06], [3.09, 1.26, 2.27], [1.45, 2.36, 1.15], [1.71, 1.75, -0.42], [-0.77, 1.27, 1.31], [-0.24, -0.86, -0.16], [-0.05, 0.15, -1.46], [-1.59, -0.08, -0.93], [-0.39, 2.44, -1.29], [-0.53, 3.31, 0.16], [5.65, 1.91, 3.70], [6.28, 1.11, 4.67], [5.97, -0.27, 4.65], [4.71, -0.50, 5.52], [4.82, 0.07, 6.93], [4.38, -1.91, 5.64], [4.56, 1.96, 3.81], [5.74, 1.40, 2.73], [6.23, 2.81, 3.56], [5.81, -0.51, 3.59], [6.80, -0.86, 5.02], [3.90, 0.12, 5.12], [3.81, 0.12, 7.34], [5.18, 1.10, 6.94], [5.47, -0.46, 7.62], [4.48, -2.44, 4.79], [3.56, -2.25, 6.11], [2.38, 3.55, 7.32], [1.51, 3.18, 6.26], [1.16, 1.80, 6.33], [0.02, 1.29, 5.47], [0.34, 1.20, 3.96], [-1.11, 2.21, 5.60], [1.79, 3.68, 8.24], [2.79, 4.50, 7.02], [3.15, 2.80, 7.51], [2.05, 1.16, 6.27], [0.83, 1.68, 7.38], [-0.29, 0.33, 5.88], [-0.47, 0.76, 3.38], [1.20, 0.54, 3.84], [0.59, 2.20, 3.62], [-1.14, 2.79, 6.43], [-1.18, 2.88, 4.85], [3.21, -2.78, -1.00], [4.36, -1.98, -0.96], [4.67, -1.32, -2.18], [6.14, -0.92, -2.31], [6.46, 0.17, -1.28], [6.44, -0.57, -3.66], [3.18, -3.38, -0.10], [3.23, -3.46, -1.86], [2.33, -2.12, -1.05], [4.49, -2.05, -2.98], [3.99, -0.50, -2.41], [6.78, -1.72, -1.93], [5.59, 0.82, -1.15], [7.33, 0.76, -1.59], [6.69, -0.25, -0.30], [6.07, 0.29, -4.05], [7.44, -0.51, -3.79], [3.72, 2.72, -2.72], [4.66, 1.95, -3.41], [5.82, 2.63, -3.85], [5.50, 3.63, -4.96], [4.53, 3.05, -6.00], [6.78, 3.94, -5.61], [3.05, 2.02, -2.23], [3.11, 3.39, -3.34], [4.18, 3.39, -1.98], [6.38, 3.17, -3.07], [6.55, 1.93, -4.25], [5.04, 4.55, -4.62], [4.97, 2.18, -6.48], [4.14, 3.79, -6.70], [3.69, 2.57, -5.49], [7.07, 3.17, -6.22], [6.79, 4.74, -6.23], [-4.27, -0.94, 0.67], [-5.63, -0.64, 0.50], [-6.01, 0.46, 1.32], [-7.45, 0.88, 1.01], [-7.78, 0.94, -0.49], [-7.77, 2.19, 1.59], [-4.04, -1.79, 0.03], [-4.08, -1.24, 1.71], [-3.63, -0.05, 0.56], [-5.95, 0.13, 2.36], [-5.40, 1.36, 1.20], [-8.11, 0.07, 1.35], [-8.74, 1.41, -0.68], [-7.76, -0.10, -0.84], [-7.03, 1.52, -1.04], [-7.10, 2.84, 1.19], [-8.64, 2.53, 1.22], [1.39, -8.62, -4.57], [0.98, -9.70, -3.77], [0.40, -9.32, -2.54], [-1.10, -9.07, -2.69], [-1.52, -7.68, -2.89], [-1.41, -6.83, -1.72], [-1.47, -5.33, -1.92], [-0.30, -4.91, -2.59], [-0.12, -3.49, -2.47], [2.10, -7.99, -4.03], [0.59, -7.89, -4.76], [1.65, -8.94, -5.57], [0.87, -8.47, -2.05], [0.57, -10.10, -1.79], [-1.71, -9.65, -2.00], [-1.46, -9.52, -3.63], [-1.10, -7.20, -3.67], [-0.45, -7.05, -1.24], [-2.22, -7.09, -1.02], [-1.53, -4.86, -0.93], [-2.44, -5.11, -2.39], [-0.98, -3.06, -2.97], [0.82, -3.24, -2.96], [-0.12, -3.15, -1.43], [-2.14, 1.22, -5.10], [-1.56, 0.03, -5.59], [-0.40, -0.43, -4.91], [0.09, -1.68, -5.63], [-0.83, -2.82, -5.55], [-1.90, -2.83, -6.57], [-2.53, -4.22, -6.59], [-1.57, -5.19, -6.90], [-2.03, -6.51, -6.63], [-2.78, 1.08, -4.23], [-2.72, 1.65, -5.91], [-1.33, 1.90, -4.83], [-0.63, -0.65, -3.86], [0.33, 0.39, -4.89], [1.02, -2.05, -5.21], [0.15, -1.31, -6.66], [-0.25, -3.63, -5.71], [-1.49, -2.57, -7.56], [-2.57, -1.99, -6.39], [-3.41, -4.14, -7.24], [-3.00, -4.45, -5.62], [-2.28, -6.63, -5.58], [-1.24, -7.18, -6.94], [-2.86, -6.81, -7.28], [-6.92, 9.03, 5.43], [-6.41, 7.71, 5.61], [-7.48, 6.79, 5.54], [-7.06, 5.38, 5.87], [-6.33, 4.77, 4.74], [-5.29, 3.85, 5.16], [-4.55, 3.14, 4.04], [-3.65, 4.08, 3.43], [-2.88, 3.43, 2.44], [-7.74, 9.32, 6.08], [-7.19, 9.19, 4.38], [-6.03, 9.64, 5.59], [-8.04, 6.90, 4.61], [-8.16, 7.05, 6.37], [-7.92, 4.79, 6.21], [-6.30, 5.45, 6.66], [-6.09, 5.54, 4.13], [-5.82, 3.10, 5.76], [-4.59, 4.25, 5.90], [-5.22, 2.66, 3.33], [-3.93, 2.32, 4.41], [-2.20, 2.71, 2.90], [-2.33, 4.18, 1.88], [-3.49, 2.94, 1.67]],
  "lowdin_charge": [-0.101, -0.174, -0.229, -0.415, -0.065, 0.053, 0.083, 0.088, 0.066, 0.121, 0.108, 0.104, 0.068, 0.068, 0.068, 0.066, 0.066, -0.106, -0.195, -0.173, -0.437, -0.068, 0.038, 0.073, 0.076, 0.094, 0.112, 0.130, 0.105, 0.060, 0.072, 0.081, 0.066, 0.070, -0.097, -0.189, -0.220, -0.398, -0.052, 0.045, 0.090, 0.090, 0.075, 0.101, 0.123, 0.133, 0.070, 0.071, 0.087, 0.076, 0.051, -0.115, -0.193, -0.201, -0.424, -0.060, 0.051, 0.093, 0.087, 0.077, 0.116, 0.119, 0.141, 0.057, 0.074, 0.072, 0.031, 0.081, -0.108, -0.220, -0.213, -0.424, -0.062, 0.024, 0.070, 0.089, 0.101, 0.133, 0.103, 0.136, 0.085, 0.079, 0.064, 0.069, 0.069, -0.108, -0.185, -0.210, -0.435, -0.071, 0.034, 0.090, 0.088, 0.075, 0.128, 0.106, 0.135, 0.069, 0.074, 0.080, 0.071, 0.062, -0.107, -0.177, -0.223, -0.194, -0.067, -0.224, -0.239, -0.186, -0.102, 0.093, 0.065, 0.090, 0.111, 0.119, 0.116, 0.119, 0.074, 0.109, 0.121, 0.118, 0.127, 0.072, 0.075, 0.076, -0.105, -0.210, -0.221, -0.192, -0.052, -0.188, -0.240, -0.180, -0.099, 0.087, 0.087, 0.081, 0.104, 0.116, 0.114, 0.118, 0.101, 0.117, 0.109, 0.121, 0.117, 0.074, 0.085, 0.089, -0.110, -0.187, -0.254, -0.198, -0.060, -0.214, -0.214, -0.182, -0.124, 0.085, 0.085, 0.087, 0.128, 0.118, 0.117, 0.115, 0.103, 0.121, 0.116, 0.100, 0.111, 0.061, 0.084, 0.077],
  "gap_ev": 8.7,
  "smiles": "COC[C@H](C)N.COC[C@H](C)N.COC[C@H](C)N.COC[C@H](C)N.COC[C@H](C)N.COC[C@H](C)N.COCCNCCOC.COCCNCCOC.COCCNCCOC",
  "charge": 0
}